--- 1 ---
A single C4H7OP molecule, computed with ωB97M-V with the def2-TZVPD basis set.

```
13
Properties=species:S:1:pos:R:3
P 1.108 -0.440 -0.472
O 2.457 -1.014 -0.550
C -0.355 -1.537 0.301
C -2.733 -0.468 -0.103
C -1.674 -0.982 0.248
C 1.059 1.245 0.266
H 1.702 1.945 -0.210
H -0.193 -2.285 -0.408
H 0.460 -0.321 -1.656
H -3.664 -0.015 -0.353
H 0.039 -1.947 1.313
H 1.440 1.003 1.353
H -0.003 1.715 0.208
```

Its highest occupied orbital energy is -9.698 eV. The calculation puts the orbital gap at 0.38880 Eh. As for the LUMO energy: 0.88 eV. As for the structure (SMILES): C#CC[P@@H](C)=O.


--- 2 ---
A 2-piece molecular cluster, C4H7OP overall, computed with ωB97M-V with the def2-TZVPD basis set.

```
13
Properties=species:S:1:pos:R:3
P -2.270 -1.159 0.254
O -0.077 1.904 -0.181
C -2.362 2.126 0.476
C -1.144 1.410 -0.131
C -1.573 0.101 -0.627
C -0.426 -0.354 -2.724
H -2.891 2.402 -0.451
H -0.352 -1.366 -2.869
H -2.191 -2.142 -0.855
H -1.110 0.160 -3.433
H -2.985 1.468 1.083
H -1.903 2.995 0.985
H 0.490 0.117 -2.440
```

Its highest occupied orbital energy is -8.797 eV. The calculation puts the orbital gap at 0.29081 Eh. As for the LUMO energy: -0.88 eV.


--- 3 ---
A single C4H7OP molecule, computed with ωB97M-V with the def2-TZVPD basis set.

```
13
Properties=species:S:1:pos:R:3
P -2.319 -1.019 -0.203
O -1.701 1.693 0.277
C -0.703 1.019 0.090
C 0.725 1.640 -0.141
C 0.626 -1.333 0.015
C -0.762 -0.388 0.059
H 0.705 2.725 -0.484
H 0.874 -2.053 -0.711
H -1.936 -2.350 -0.285
H 1.405 0.933 -0.693
H 0.598 -1.987 0.917
H 1.128 1.759 0.964
H 1.359 -0.640 0.196
```

Its highest occupied orbital energy is -9.623 eV. The calculation puts the orbital gap at 0.31952 Eh. As for the LUMO energy: -0.93 eV. As for the structure (SMILES): [H]/P=C(\C)C(C)=O.


What should be chosen as the least stable of them? Choose 2.


--- 1 ---
A single C7H12 molecule, computed with ωB97M-V with the def2-TZVPD basis set.

```
19
Properties=species:S:1:pos:R:3
C -2.568 -0.136 0.800
C 1.089 -0.977 -0.471
C 2.405 -0.417 0.029
C -0.809 -0.789 0.600
C -3.516 0.405 0.259
C -0.351 0.125 -0.420
C -0.027 1.542 -0.030
H -0.836 0.030 -1.390
H 3.236 -1.011 -0.364
H -0.403 -0.647 1.598
H 1.089 -1.041 -1.563
H 0.220 1.629 1.029
H -4.379 0.838 -0.195
H -0.915 2.152 -0.216
H -1.085 -1.796 0.304
H 0.804 1.950 -0.611
H 2.460 -0.440 1.119
H 0.997 -2.019 -0.160
H 2.588 0.602 -0.317
```

Its highest occupied orbital energy is -9.019 eV. The calculation puts the orbital gap at 0.36681 Eh. As for the LUMO energy: 0.96 eV. As for the structure (SMILES): C#CC[C@@H](C)CC.


--- 2 ---
A 2-piece molecular cluster, C7H12 overall, computed with ωB97M-V with the def2-TZVPD basis set.

```
19
Properties=species:S:1:pos:R:3
C -0.095 2.279 -0.516
C 0.208 -1.037 0.355
C 0.883 0.065 0.692
C -0.726 2.249 0.853
C -1.002 -0.269 -0.157
C 0.407 -2.510 0.484
C -0.201 0.989 0.235
H -0.745 2.422 -1.376
H 0.886 2.737 -0.615
H 1.851 0.242 1.160
H 1.421 -2.762 0.815
H 0.210 -3.037 -0.462
H -1.805 2.374 0.917
H -1.911 -0.439 0.432
H -1.235 -0.362 -1.227
H 1.107 -1.567 -2.549
H -0.176 2.691 1.680
H 1.225 -1.161 -1.947
H -0.301 -2.904 1.227
```

Its highest occupied orbital energy is -8.687 eV. The calculation puts the orbital gap at 0.36052 Eh. As for the LUMO energy: 1.12 eV. As for the structure (SMILES): CC1=CC2(CC2)C1.[H][H].


--- 3 ---
A single C7H12 molecule, computed with ωB97M-V with the def2-TZVPD basis set.

```
19
Properties=species:S:1:pos:R:3
C -1.805 0.644 -1.215
C -1.597 1.669 -0.130
C 1.863 -1.647 0.553
C -0.536 -0.626 0.816
C 1.001 -0.412 0.755
C 0.812 0.520 -0.473
C -0.696 0.479 -0.228
H -2.660 -0.023 -1.126
H -2.316 1.707 0.685
H -0.835 -1.613 0.441
H 1.532 -2.206 -0.332
H -1.016 -0.459 1.786
H -1.191 2.636 -0.418
H 2.915 -1.379 0.405
H 1.351 0.153 1.626
H -1.552 0.916 -2.237
H 1.286 1.506 -0.411
H 1.114 0.043 -1.414
H 1.804 -2.322 1.415
```

Its highest occupied orbital energy is -9.767 eV. The calculation puts the orbital gap at 0.40185 Eh. As for the LUMO energy: 1.17 eV. As for the structure (SMILES): CC1CC2(CC2)C1.


What should be chosen as the least stable of them? Choose 1.


--- 1 ---
A single C7H12 molecule, computed with ωB97M-V with the def2-TZVPD basis set.

```
19
Properties=species:S:1:pos:R:3
C 0.260 0.383 0.440
C 1.041 1.211 -1.336
C 0.793 -0.211 1.552
C 1.402 -1.339 -1.168
C -2.165 -0.126 0.659
C -1.133 1.009 0.519
C 0.741 -0.074 -0.860
H 2.265 -1.466 -0.487
H -1.774 -0.762 1.455
H 1.790 -1.492 -2.170
H -3.147 0.231 0.974
H 0.697 0.284 2.508
H 0.744 -2.168 -0.900
H -1.256 1.691 1.357
H 2.090 1.490 -1.477
H -2.283 -0.696 -0.263
H -1.341 1.568 -0.400
H 0.958 -1.279 1.538
H 0.319 1.744 -1.941
```

Its highest occupied orbital energy is -7.018 eV. The calculation puts the orbital gap at 0.25702 Eh. As for the LUMO energy: -0.02 eV. As for the structure (SMILES): C=C(C)C(=C)CC.


--- 2 ---
C7H12 as an isolated structure, computed with ωB97M-V with the def2-TZVPD basis set.

```
19
Properties=species:S:1:pos:R:3
C -0.562 -0.420 -0.004
C 0.457 1.872 -0.749
C 0.718 -1.361 -2.026
C -0.393 -0.994 -1.327
C 0.082 -0.812 1.279
C -0.606 0.865 -0.571
C -0.524 -0.023 2.446
H 1.054 1.968 0.179
H -1.359 -1.106 -1.841
H 0.655 -1.567 -3.087
H -0.489 1.062 2.491
H 1.196 1.465 -1.451
H -1.524 1.126 -1.104
H -0.053 -1.880 1.452
H 1.670 -1.558 -1.575
H -0.103 -0.448 3.385
H -1.566 -0.356 2.516
H 0.157 2.839 -1.151
H 1.190 -0.672 1.137
```

Its highest occupied orbital energy is -7.116 eV. The calculation puts the orbital gap at 0.27075 Eh. As for the LUMO energy: 0.25 eV.


--- 3 ---
A 2-piece molecular cluster, C7H12 overall, computed with ωB97M-V with the def2-TZVPD basis set.

```
19
Properties=species:S:1:pos:R:3
C -1.701 -0.331 -0.208
C 0.694 -0.222 -1.936
C 0.981 -0.971 0.374
C 0.393 1.234 1.606
C 0.151 0.655 -0.952
C 0.953 0.574 0.353
C 0.184 -1.111 -0.913
H -0.553 0.788 1.928
H -0.574 1.433 -1.183
H -1.847 -1.164 0.480
H 1.979 -1.418 0.306
H -2.049 0.589 0.283
H 0.230 2.306 1.446
H 0.142 -0.243 -2.878
H -2.272 -0.481 -1.128
H 0.450 -1.382 1.237
H 1.931 1.005 0.122
H -0.405 -1.982 -1.193
H 1.105 1.132 2.434
```

Its highest occupied orbital energy is -7.062 eV. The calculation puts the orbital gap at 0.29267 Eh. As for the LUMO energy: 0.90 eV.


What should be chosen as the least stable of them? Choose 3.


--- 1 ---
A 2-piece molecular cluster, C7H12 overall, computed with ωB97M-V with the def2-TZVPD basis set.

```
19
Properties=species:S:1:pos:R:3
C -2.690 0.397 -0.601
C -1.406 0.083 -1.472
C -0.099 -0.286 -0.915
C -2.138 0.967 0.773
C 3.262 -0.673 0.064
C 2.174 0.410 0.424
C 1.020 0.702 -0.262
H 3.271 -1.551 0.813
H 0.519 -1.175 -1.269
H -2.691 0.574 1.641
H 0.405 -1.860 0.916
H -1.105 0.607 0.874
H 3.026 -1.133 -0.935
H -2.037 2.045 0.685
H 0.281 -1.324 1.394
H -3.263 1.162 -1.097
H 4.280 -0.168 -0.112
H 0.528 1.691 -0.509
H -3.338 -0.469 -0.413
```

Its highest occupied orbital energy is -6.998 eV. The calculation puts the orbital gap at 0.20340 Eh. As for the LUMO energy: -1.46 eV.


--- 2 ---
A 2-piece molecular cluster, C7H12 overall, computed with ωB97M-V with the def2-TZVPD basis set.

```
19
Properties=species:S:1:pos:R:3
C 0.027 1.245 0.391
C 0.456 0.710 -1.007
C -2.261 -0.920 -0.443
C 0.277 -0.037 1.285
C -2.354 0.248 -0.081
C 1.539 -0.355 -0.784
C 0.864 -1.146 0.403
H -2.661 1.216 0.345
H 1.473 -1.838 1.006
H 1.013 0.277 2.019
H 2.447 0.241 -0.358
H -0.395 0.330 -1.587
H 0.617 2.110 0.756
H -0.573 -0.426 1.733
H -2.150 -1.906 -0.695
H -1.029 1.472 0.337
H 1.821 -1.026 -1.553
H 0.020 -1.701 -0.100
H 0.867 1.504 -1.665
```

Its highest occupied orbital energy is -10.006 eV. The calculation puts the orbital gap at 0.41244 Eh. As for the LUMO energy: 1.22 eV. As for the structure (SMILES): C1CCCC1.C#C.


What should be chosen as the least stable of them? Choose 1.